ORCA calculation (wB97M-V/def2-TZVPD) on a structure of composition C16H33Cl at a distorted geometry.

Results
F_max ... 5.050 eV/A
HOMO energy ... -10.05 eV
Orbital gap ... 10.85 eV
Molar mass ... 260.89 Da
Energy above the lowest of the compared OMol25 structures with the same formula, charge and spin ... 731.1 kJ/mol

Cartesian coordinates (Å):
C (0.013, 4.564, -1.039)
C (0.426, 3.174, -0.168)
C (1.982, 3.107, -0.127)
C (2.592, 1.845, 0.743)
C (2.965, 0.785, -0.353)
C (3.466, -0.570, 0.249)
C (3.416, -1.705, -0.842)
C (2.170, -2.223, -1.500)
C (1.344, -3.157, -0.690)
C (0.849, -2.799, 0.693)
C (-0.080, -1.574, 0.530)
C (-0.525, -1.205, 2.045)
C (-1.325, -0.032, 2.332)
C (-2.756, 0.037, 1.710)
C (-2.541, 0.624, 0.326)
C (-3.766, 0.668, -0.713)
H (-1.050, 4.441, -1.281)
H (0.791, 4.797, -1.874)
H (-0.096, 5.472, -0.261)
H (-0.091, 2.016, -0.504)
H (-0.053, 3.549, 1.097)
H (2.006, 4.006, 0.440)
H (2.403, 2.948, -1.281)
H (1.972, 1.356, 1.551)
H (3.472, 2.129, 1.222)
H (1.955, 0.674, -0.854)
H (3.623, 1.255, -1.128)
H (2.791, -0.847, 1.052)
H (4.366, -0.341, 0.727)
H (4.217, -1.349, -1.639)
H (3.909, -2.591, -0.415)
H (1.641, -1.160, -1.901)
H (2.551, -2.862, -2.405)
H (1.857, -4.206, -0.717)
H (0.524, -3.427, -1.322)
H (0.245, -3.499, 1.249)
H (1.756, -2.532, 1.277)
H (-1.070, -1.748, -0.048)
H (0.530, -0.696, 0.224)
H (-0.982, -2.068, 2.398)
H (0.562, -1.152, 2.545)
H (-1.293, 0.065, 3.389)
H (-0.748, 0.777, 1.730)
H (-3.454, -0.856, 1.919)
H (-3.102, 1.114, 2.291)
H (-2.155, 1.648, 0.589)
H (-1.486, 0.321, -0.136)
H (-3.397, 1.292, -1.515)
H (-4.823, 0.905, -0.245)
Cl (-3.927, -1.098, -1.492)

Cartesian forces (eV/Å) of the 6 atoms listed first:
0.42 -0.43 2.29
-2.17 -0.08 1.21
-1.09 -3.11 -0.26
-1.32 -0.05 -2.45
-1.71 0.09 0.56
-3.14 0.47 -2.27